[1]
Entry from the OMol25 dataset: 2 unconnected molecules or ions with the total composition C5H14N2 at a distorted geometry (the ωB97M-V functional and the def2-TZVPD basis).

Last column: natural (NBO) charge in e.
Element x y z (Å)
1 C 1.88195 -0.82275 -1.27612  -0.45
2 N 1.40864 -0.23184 -0.03478  -0.54
3 C 0.48961 0.72462 -0.08059  0.41
4 C 0.35143 1.55935 1.17472  -0.67
5 C 0.06455 1.41373 -1.35910  -0.71
6 H 2.14157 -0.08427 -2.04309  0.18
7 H 2.78717 -1.39865 -1.06338  0.20
8 H 1.15060 -1.52549 -1.70056  0.18
9 H -0.67465 1.92161 1.28133  0.21
10 H 0.63220 0.97414 2.05355  0.23
11 H 1.02826 2.41461 1.11128  0.23
12 H -0.81628 2.03527 -1.17883  0.23
13 H 0.87154 2.06241 -1.70856  0.23
14 H -0.14907 0.68451 -2.14338  0.22
15 C -1.94146 -1.41180 1.47577  -0.41
16 N -1.19499 -1.00199 0.29483  -0.86
17 H -1.71598 -2.45561 1.71268  0.17
18 H -3.01846 -1.32430 1.31017  0.19
19 H -1.65484 -0.80224 2.33485  0.19
20 H -1.50497 -1.50909 -0.53132  0.35
21 H -0.13681 -1.22221 0.37049  0.40

Summary:
Frontier orbital gap in eV: 9.789
SMILES: CN=C(C)C.CN
HOMO in eV: -8.77
Relative energy (zero: lowest compared OMol25 entry of this formula, charge and spin) in kcal per mole: 40.6

[2]
Entry from the OMol25 dataset: 9 unconnected molecules or ions with the total composition C32H62F15N4O14 at a distorted geometry (the ωB97M-V functional and the def2-TZVPD basis).

Last column: Mulliken charge in e.
Element x y z (Å)
1 C 3.83995 -6.92505 6.47699  -0.98
2 C 4.28165 -6.35964 5.11804  0.63
3 O 5.41255 -5.88829 4.88631  -0.40
4 N 3.15751 -6.26447 4.05316  -0.20
5 H 2.66450 -7.14333 4.12134  0.39
6 H 2.46097 -5.56773 4.27560  0.38
7 C 3.72030 -6.13451 2.68159  -0.91
8 H 4.05755 -6.20392 7.26485  0.32
9 H 4.38186 -7.81906 6.78550  0.32
10 H 2.77043 -7.10319 6.58878  0.35
11 H 4.04418 -5.09398 2.70377  0.36
12 H 2.87811 -6.11295 1.98995  0.44
13 H 4.46879 -6.87526 2.40026  0.31
14 C -1.26218 0.62232 1.61858  -1.09
15 C 0.07146 1.01292 2.27476  0.58
16 O 0.37543 2.11091 2.65514  -0.44
17 N 1.05499 -0.09950 2.38328  -0.15
18 H 0.79240 -0.63666 3.19729  0.34
19 H 0.87717 -0.69710 1.58870  0.42
20 C 2.53732 0.27142 2.25366  -0.82
21 H -0.97032 0.69582 0.57096  0.39
22 H -2.08738 1.26649 1.92218  0.33
23 H -1.54721 -0.41210 1.81054  0.38
24 H 2.84369 0.38001 1.21326  0.34
25 H 3.03830 -0.58673 2.70166  0.34
26 H 2.76587 1.13845 2.87344  0.33
27 C 4.26166 5.81192 1.12642  -1.02
28 C 5.74402 5.70642 1.43942  0.54
29 O 6.45048 4.69299 1.25731  -0.42
30 N 6.31029 6.99604 2.00951  -0.15
31 H 6.31816 7.62388 1.21841  0.37
32 H 5.90813 7.32409 2.87597  0.40
33 C 7.76369 6.92384 2.62433  -0.84
34 H 3.95714 5.02494 0.43648  0.35
35 H 3.86823 6.76218 0.76543  0.38
36 H 3.77876 5.57389 2.07418  0.31
37 H 7.96682 7.91938 3.01897  0.38
38 H 8.47075 6.66889 1.83491  0.34
39 H 7.75043 6.26599 3.49332  0.36
40 C -6.19783 -0.23114 -3.15483  -1.08
41 C -6.99574 -1.49185 -3.02625  0.68
42 O -6.50379 -2.43168 -2.39116  -0.42
43 N -8.28135 -1.63312 -3.89444  -0.21
44 H -9.00531 -1.08763 -3.44899  0.38
45 H -8.11169 -1.30893 -4.83582  0.40
46 C -8.82228 -3.06757 -3.96320  -0.81
47 H -6.52030 0.60251 -2.53101  0.30
48 H -6.20676 0.23413 -4.14050  0.34
49 H -5.14595 -0.39559 -2.92115  0.34
50 H -8.07596 -3.63880 -4.51529  0.34
51 H -9.69285 -2.82237 -4.57155  0.38
52 H -9.00020 -3.23796 -2.90140  0.35
53 C -11.56708 1.89414 -0.63356  -0.15
54 O -10.38251 1.55310 0.14467  -0.26
55 O -11.53253 1.07609 -1.79911  -0.88
56 C -12.88711 1.91378 0.30277  0.77
57 F -12.78204 2.71793 1.39699  -0.29
58 F -13.91909 2.49078 -0.27696  -0.29
59 F -13.30237 0.73804 0.73812  -0.29
60 C -9.65362 2.50428 0.94644  -0.25
61 C -8.57086 1.77930 1.75251  -1.10
62 H -7.76672 2.46376 2.02267  0.38
63 H -9.02118 1.20450 2.56177  0.28
64 H -8.04949 1.15498 1.02690  0.22
65 H -10.23536 3.23366 1.51008  0.33
66 H -9.17168 3.23588 0.29791  0.31
67 H -11.46807 2.95618 -0.85801  0.22
68 C 10.51142 -1.47038 -4.90103  -0.16
69 O 9.64220 -1.34471 -3.79325  -0.24
70 O 11.81588 -1.49815 -4.35069  -0.94
71 C 10.11164 -2.58263 -5.84738  0.95
72 F 10.71977 -3.75489 -5.84517  -0.30
73 F 8.88550 -2.97347 -5.70370  -0.29
74 F 10.18114 -2.16077 -7.13011  -0.33
75 C 8.35508 -0.63179 -4.07018  -0.08
76 C 7.59621 -0.50690 -2.74388  -1.26
77 H 6.63627 0.00728 -2.79110  0.38
78 H 7.45883 -1.45924 -2.23175  0.29
79 H 8.17324 0.05235 -2.00741  0.31
80 H 7.70057 -1.23452 -4.69980  0.22
81 H 8.43281 0.32458 -4.58731  0.30
82 H 10.49209 -0.55328 -5.48979  0.15
83 C -0.93670 -1.94659 7.47341  -0.19
84 O -2.05264 -1.26055 6.89334  -0.20
85 O -0.17852 -2.32367 6.31841  -0.90
86 C -0.30290 -1.01319 8.59896  0.79
87 F -1.19617 -0.68600 9.49289  -0.26
88 F 0.73972 -1.60640 9.28464  -0.30
89 F 0.14282 0.15495 8.05532  -0.28
90 C -3.40784 -1.32210 7.48940  -0.18
91 C -4.43154 -0.43704 6.70185  -1.16
92 H -5.31015 -0.09161 7.24667  0.36
93 H -3.92282 0.49560 6.45794  0.30
94 H -4.81810 -0.98507 5.84258  0.27
95 H -3.33700 -1.05188 8.54299  0.29
96 H -3.89981 -2.29396 7.45019  0.26
97 H -1.31034 -2.83326 7.98559  0.23
98 C -1.98984 6.61836 -4.00634  -0.10
99 O -1.78384 5.66440 -5.15195  -0.28
100 O -2.93518 7.66008 -4.48281  -0.87
101 C -2.24811 5.80626 -2.63351  0.79
102 F -1.11165 5.48360 -1.90781  -0.30
103 F -3.12078 6.39106 -1.83279  -0.27
104 F -2.82026 4.65347 -2.88616  -0.29
105 C -0.47287 5.04585 -5.15514  -0.04
106 C -0.49565 4.06228 -6.32815  -1.31
107 H 0.45840 3.55494 -6.47131  0.40
108 H -1.36065 3.40640 -6.22975  0.31
109 H -0.59512 4.57979 -7.28230  0.30
110 H -0.16000 4.47165 -4.28307  0.23
111 H 0.30429 5.78667 -5.34306  0.27
112 H -1.03333 7.10638 -3.81916  0.15
113 C 1.88641 -3.15269 -2.94374  -0.07
114 O 3.26842 -3.61316 -2.75748  -0.23
115 O 1.31170 -3.31128 -1.66103  -0.90
116 C 1.80176 -1.83172 -3.79910  0.82
117 F 2.48353 -1.89651 -4.93419  -0.28
118 F 0.56799 -1.42592 -4.13009  -0.28
119 F 2.33153 -0.73147 -3.24814  -0.30
120 C 3.86023 -4.55379 -3.72153  -0.32
121 C 3.28061 -6.05215 -3.57473  -0.97
122 H 2.24496 -6.20701 -3.87730  0.31
123 H 3.93963 -6.64072 -4.21299  0.38
124 H 3.43906 -6.40371 -2.55522  0.19
125 H 4.93396 -4.54873 -3.53395  0.33
126 H 3.80727 -4.27070 -4.77280  0.27
127 H 1.41033 -3.94063 -3.52735  0.08

Summary:
Frontier orbital gap in eV: 1.425
HOMO in eV: -3.25
Net charge: -1

[3]
Entry from the OMol25 dataset: C6H9NO2 in the gas phase at a distorted geometry (the ωB97M-V functional and the def2-TZVPD basis).

Last column: natural (NBO) charge in e.
Element x y z (Å)
1 C 0.05951 0.53716 1.49496  -0.42
2 N -0.35619 0.09558 0.13133  -0.34
3 C -0.00809 -1.28865 -0.04029  -0.35
4 C -0.61094 -1.90692 -1.39966  0.51
5 O -1.17706 -2.98815 -1.44984  -0.61
6 C -0.41861 -1.01015 -2.45933  -0.59
7 C -0.00549 0.32686 -2.46433  0.50
8 O 0.05852 1.20048 -3.32382  -0.63
9 C 0.33740 0.90595 -1.01093  -0.32
10 H 1.09711 0.76130 1.55881  0.24
11 H -0.37911 1.53521 1.60474  0.21
12 H -0.50866 -0.02622 2.19316  0.23
13 H -1.30119 0.37136 0.03230  0.43
14 H -0.45872 -1.97594 0.68950  0.23
15 H 1.10046 -1.33764 0.24216  0.22
16 H -0.77293 -1.36364 -3.37466  0.23
17 H 1.44357 0.90057 -0.95245  0.23
18 H -0.06490 1.93938 -0.92400  0.22

Summary:
Frontier orbital gap in eV: 7.804
SMILES: C[N@@H+]1CC(=O)C=C([O-])C1
HOMO in eV: -7.80
Relative energy (zero: lowest compared OMol25 entry of this formula, charge and spin) in kcal per mole: 67.3

[4]
Entry from the OMol25 dataset: C6H10O2 in the gas phase at a distorted geometry (the ωB97M-V functional and the def2-TZVPD basis).

Last column: natural (NBO) charge in e.
Element x y z (Å)
1 C 1.98002 -2.49297 0.58064  -0.64
2 C 1.26130 -1.23422 0.24014  -0.19
3 C -0.03693 -1.10873 0.05657  -0.17
4 C -0.85510 0.03119 -0.48263  -0.43
5 C -0.26186 1.43526 -0.24747  -0.52
6 C -1.25707 2.51387 0.03601  0.80
7 O -1.04485 3.47855 0.72159  -0.59
8 O -2.41737 2.31013 -0.61082  -0.70
9 H 2.59151 -2.86412 -0.23477  0.22
10 H 1.29834 -3.31876 0.83873  0.21
11 H 2.64417 -2.41176 1.44695  0.21
12 H 1.91852 -0.38800 0.07503  0.19
13 H -0.66896 -1.98642 0.23351  0.19
14 H -1.03377 -0.12616 -1.54031  0.22
15 H -1.83360 -0.06129 -0.00475  0.22
16 H 0.50992 1.43448 0.52175  0.24
17 H 0.24495 1.74823 -1.15649  0.24
18 H -3.03922 3.04071 -0.47368  0.50

Summary:
Frontier orbital gap in eV: 10.156
SMILES: C/C=C/CCC(=O)O
HOMO in eV: -9.42
Relative energy (zero: lowest compared OMol25 entry of this formula, charge and spin) in kcal per mole: 4.7